# 1
Here is 6 unconnected molecules or ions with the total composition C31H56F5NO13PS5 from OMol25. Energies are from ωB97M-V/def2-TZVPD.

Summary:
highest occupied orbital energy	-11.76	eV
molecular weight	937.08	g mol⁻¹
HOMO-LUMO gap	8.8124	eV
ΔE to the lowest compared entry with this formula, charge and spin	29.05	kJ/mol

```
! wB97M-V def2-TZVPD RIJCOSX def2/J DEFGRID3
* xyz 1 1
C -3.4097 3.9892 0.4827
C -2.1757 3.3429 -0.1585
C -1.8720 1.9284 0.3851
P -0.5793 1.7202 1.6092
C -1.3621 1.0835 3.1022
C -2.2743 2.1122 3.7574
O -1.9003 2.8033 4.6681
N 0.5056 0.6627 0.9373
C -0.1242 -0.6454 0.5420
C -0.2706 -0.8490 -0.9162
O -0.4034 -1.4333 1.4003
C 1.8597 0.4770 1.5344
C 2.0481 -0.4978 2.6438
O 2.7426 1.0825 1.0211
C 0.2497 3.3736 1.9914
F -0.7585 4.2150 2.2957
F 0.8420 3.7724 0.8413
C 1.3257 3.4183 3.1438
F 1.2345 4.5622 3.7751
F 2.5300 3.2831 2.6418
F 1.1077 2.4142 4.0022
H -3.3519 5.0741 0.4717
H -3.5914 3.6366 1.4979
H -4.2888 3.7107 -0.0998
H -2.4123 3.1626 -1.1991
H -1.3263 4.0184 -0.1566
H -1.5949 1.2910 -0.4550
H -2.7805 1.5164 0.8289
H -0.6215 0.8027 3.8443
H -1.9485 0.2142 2.8011
H -3.3059 2.1806 3.3824
H -1.2049 -1.3601 -1.1332
H 0.5698 -1.4791 -1.2244
H -0.2025 0.0846 -1.4663
H 3.0297 -0.3162 3.0748
H 1.2757 -0.4596 3.4041
H 2.0433 -1.5050 2.2228
C -3.1977 0.9855 -5.8038
C -4.4792 0.2466 -5.3917
C -4.3995 -0.0009 -3.8788
S -3.3922 1.3304 -3.2188
O -2.1736 0.7794 -2.6581
O -4.1984 2.2124 -2.4060
C -3.0160 2.1067 -4.7840
H -3.2647 1.3810 -6.8149
H -2.3446 0.3055 -5.7653
H -5.3484 0.8652 -5.6191
H -4.5946 -0.6916 -5.9298
H -5.3693 0.0318 -3.3897
H -3.8944 -0.9355 -3.6418
H -2.0088 2.5149 -4.7439
H -3.7422 2.9057 -4.9289
C 6.4203 2.6338 -0.9422
C 5.6948 1.4087 -0.3629
C 6.1652 0.1877 -1.1596
S 7.8213 0.5719 -1.7482
O 7.7734 0.6520 -3.1868
O 8.7807 -0.2725 -1.0896
C 7.8877 2.2330 -1.0814
H 6.3059 3.5108 -0.3073
H 6.0124 2.8759 -1.9259
H 5.9607 1.2926 0.6895
H 4.6168 1.5094 -0.4196
H 6.2180 -0.7198 -0.5638
H 5.5457 0.0154 -2.0378
H 8.4587 2.8603 -1.7612
H 8.3866 2.1756 -0.1148
C -4.0379 -0.0948 8.3377
C -3.8661 1.4178 8.1284
C -4.5359 1.7706 6.7948
S -5.8336 0.5533 6.5424
O -5.4792 -0.2301 5.3809
O -7.1242 1.1774 6.6386
C -5.4966 -0.4062 8.0154
H -3.7815 -0.3961 9.3515
H -3.3870 -0.6406 7.6509
H -4.3556 1.9592 8.9389
H -2.8168 1.7086 8.1285
H -4.9811 2.7619 6.7931
H -3.8529 1.6749 5.9564
H -5.6919 -1.4547 7.8051
H -6.1693 -0.0480 8.7935
C 5.5919 -0.6134 -5.2467
C 5.9986 -1.8401 -6.0733
C 4.8017 -2.8029 -6.0770
S 3.3349 -1.7759 -5.8948
O 2.7096 -2.0737 -4.6280
O 2.5608 -1.7920 -7.1085
C 4.2034 -0.2202 -5.7401
H 6.2995 0.2050 -5.3518
H 5.5514 -0.8794 -4.1892
H 6.2317 -1.5325 -7.0939
H 6.8849 -2.3226 -5.6661
H 4.7090 -3.3681 -7.0004
H 4.8232 -3.4827 -5.2278
H 3.6515 0.4182 -5.0541
H 4.2400 0.2362 -6.7287
C -2.6468 -5.8734 1.1427
C -1.8327 -6.9187 0.3669
C -1.3448 -6.2523 -0.9262
S -1.1967 -4.5004 -0.5553
O -2.1522 -3.7637 -1.3501
O 0.1891 -4.1001 -0.5420
C -1.8117 -4.5969 1.1246
H -2.8562 -6.1955 2.1610
H -3.6016 -5.6987 0.6430
H -0.9766 -7.2348 0.9652
H -2.4224 -7.8058 0.1455
H -0.3730 -6.6143 -1.2509
H -2.0658 -6.3483 -1.7350
H -2.3744 -3.6936 1.3457
H -0.9459 -4.6720 1.7816
*
```

=====

# 2
Here is a molecular structure, C16H29GeN2O5PdSe from OMol25. Energies are from ωB97M-V/def2-TZVPD.

Summary:
highest occupied orbital energy (spin up / spin down)	-10.72 / -10.72	eV
molecular weight	587.41	g mol⁻¹
HOMO-LUMO gap (spin up / spin down)	7.4580 / 7.4575	eV
ΔE to the lowest compared entry with this formula, charge and spin	0.00	kJ/mol

```
! wB97M-V def2-TZVPD RIJCOSX def2/J DEFGRID3
* xyz 1 1
Pd -0.0165 0.3672 0.1440
C -4.0803 -0.6513 -3.4544
O -3.0443 -1.0636 -2.5493
C -2.3860 -0.1666 -1.8334
O -1.4708 -0.5870 -1.1171
N -2.7296 1.1301 -1.9367
N -2.0270 1.9761 -1.0961
H -4.4020 -1.5588 -3.9524
H -3.6905 0.0501 -4.1921
H -4.9229 -0.2266 -2.9073
H -3.5728 1.4172 -2.4080
H -2.5481 2.2143 -0.2636
H -1.6842 2.8039 -1.5635
C -2.5110 6.1478 3.1971
O -1.2559 5.8233 3.7837
C -0.6218 4.7223 3.3614
C 0.6252 4.4865 4.0035
C 1.3554 3.4100 3.6378
C 0.9184 2.5061 2.6180
C 1.7994 1.5178 2.1536
C 3.0987 1.2180 2.8514
O 1.6462 0.8480 1.0782
C -0.3744 2.7091 2.0349
O -0.9493 1.8700 1.2461
C -1.1073 3.8656 2.4028
H -2.8328 7.0677 3.6741
H -3.2411 5.3598 3.3904
H -2.4049 6.3070 2.1226
H 0.9575 5.1835 4.7585
H 2.3124 3.2442 4.1115
H 3.8068 2.0366 2.7128
H 3.5304 0.3176 2.4249
H 2.9489 1.0897 3.9224
H -2.0732 4.0054 1.9424
C 3.0050 -3.1249 -3.4532
Ge 1.6792 -4.0948 -2.4108
C 0.6040 -5.2764 -3.5176
C 2.5300 -5.0590 -0.9459
C 0.4391 -2.7488 -1.6447
Se 1.2828 -1.6235 -0.3127
C 0.7260 -2.6447 1.2368
H 3.7925 -3.7989 -3.7903
H 3.4733 -2.3364 -2.8626
H 2.5482 -2.6706 -4.3327
H 1.2385 -6.0240 -3.9937
H 0.0922 -4.7183 -4.3016
H -0.1427 -5.7981 -2.9190
H 3.2766 -5.7483 -1.3409
H 1.8021 -5.6439 -0.3821
H 3.0439 -4.3814 -0.2621
H -0.4354 -3.2014 -1.1794
H 0.0857 -2.0737 -2.4216
H 1.2113 -3.6160 1.1844
H -0.3556 -2.7494 1.2267
H 1.0507 -2.1085 2.1246
*
```